(1)
Computed, not measured: a molecular structure, C24H40F18MgN4O14S6, with ωB97M-V/def2-TZVPD.

Last column: Löwdin charge in e.
Geometry (Å):
Mg 0.38554 -5.48980 -10.43834  0.829
C -6.72194 -9.70571 -16.07867  -0.077
C -5.83902 -8.67913 -15.33211  -0.232
C -5.26785 -7.58586 -16.19407  -0.122
N -4.10943 -6.75657 -15.51526  -0.211
C -3.69541 -5.77631 -16.69466  -0.094
C -2.47312 -4.96893 -16.28500  -0.154
C -1.29913 -5.86622 -15.77621  -0.138
C -1.73729 -6.77368 -14.61717  -0.150
C -2.99662 -7.57334 -14.95110  -0.117
C -4.75536 -5.87285 -14.38677  0.036
H -7.09843 -10.44835 -15.37522  0.081
H -6.15923 -10.26727 -16.82439  0.081
H -7.58176 -9.26931 -16.58697  0.076
H -5.05864 -9.20317 -14.78028  0.112
H -6.49362 -8.18639 -14.61322  0.105
H -5.97227 -6.87026 -16.61812  0.133
H -4.77880 -8.12830 -17.00319  0.131
H -3.41855 -6.44237 -17.51185  0.133
H -4.59108 -5.21901 -16.96903  0.127
H -2.24079 -4.53805 -17.25889  0.118
H -2.82930 -4.14215 -15.67045  0.109
H -0.96245 -6.57405 -16.53364  0.124
H -0.38002 -5.32964 -15.54081  0.119
H -0.92684 -7.47115 -14.40546  0.115
H -1.76050 -6.22929 -13.67313  0.107
H -2.85788 -8.36617 -15.68612  0.133
H -3.33891 -8.17129 -14.10648  0.128
H -5.53621 -5.24235 -14.81201  0.089
H -3.91591 -5.31231 -13.97541  0.088
H -5.13765 -6.52962 -13.60536  0.094
C -7.06429 -2.93730 -13.42936  -0.102
C -6.41952 -3.07236 -12.05327  -0.220
C -7.45224 -3.24986 -10.86603  -0.066
N -6.91686 -3.77118 -9.46300  -0.222
C -8.05671 -3.73476 -8.42409  -0.075
C -7.49898 -4.32541 -7.03582  -0.117
C -6.23323 -3.48429 -6.56843  -0.189
C -5.18865 -3.29500 -7.55719  -0.198
C -5.65013 -2.99493 -8.97640  -0.070
C -6.51974 -5.25430 -9.62265  0.030
H -7.86411 -2.19762 -13.46496  0.081
H -7.49140 -3.88251 -13.76438  0.070
H -6.27378 -2.70357 -14.14248  0.076
H -5.74521 -2.22921 -11.90317  0.111
H -5.76627 -3.94491 -12.04729  0.084
H -8.20459 -3.99707 -11.11850  0.127
H -7.85253 -2.25981 -10.64769  0.126
H -8.48264 -2.73862 -8.30411  0.130
H -8.84103 -4.36181 -8.84803  0.118
H -8.25030 -4.20792 -6.25492  0.108
H -7.38055 -5.40857 -7.00641  0.105
H -6.66515 -2.52355 -6.28817  0.117
H -5.84544 -3.94001 -5.65736  0.128
H -4.60504 -2.44122 -7.21290  0.131
H -4.47256 -4.11252 -7.47364  0.115
H -5.82002 -1.92832 -9.12334  0.133
H -4.83533 -3.17512 -9.67764  0.131
H -5.87933 -5.42848 -10.48732  0.074
H -7.42333 -5.85975 -9.69387  0.111
H -5.95712 -5.50930 -8.72457  0.094
C -2.90925 -8.71169 -10.30979  -0.511
F -2.54444 -9.33852 -9.12938  0.107
F -2.15489 -9.17551 -11.28916  0.139
F -4.22017 -8.99580 -10.57633  0.096
S -2.80004 -6.68597 -10.19388  0.564
O -1.42699 -6.26105 -10.45407  -0.381
O -3.68734 -6.16580 -11.20690  -0.347
O -3.22227 -6.29480 -8.81973  -0.320
C -0.70178 -3.24064 -6.50184  -0.614
F -1.25487 -2.22394 -7.19740  0.107
F -0.16426 -2.69003 -5.43321  0.162
F -1.61796 -4.18849 -6.16066  0.099
S 0.64565 -4.17931 -7.50698  0.563
O 1.57830 -3.13907 -7.83438  -0.296
O 1.16139 -5.14869 -6.53479  -0.275
O 0.06217 -4.71537 -8.76031  -0.380
C -0.77220 -15.83517 -15.60888  -0.663
F -0.24505 -17.02826 -15.36270  0.139
F -1.28460 -15.87078 -16.83362  0.128
F -1.68705 -15.57729 -14.70704  0.147
S 0.62077 -14.41965 -15.62665  0.679
O 1.68538 -14.62844 -14.66126  -0.313
O 1.08105 -14.43652 -17.02087  -0.362
N -0.20986 -12.86799 -15.65021  -0.309
S 0.06747 -12.36922 -14.16347  0.560
O -0.35075 -13.30598 -13.10276  -0.346
O 1.37691 -11.76123 -14.19330  -0.309
C -1.19460 -10.84878 -13.99401  -0.613
F -1.27059 -10.26959 -15.20411  0.100
F -2.37727 -11.23690 -13.55186  0.124
F -0.68526 -10.05796 -13.00740  0.073
C 0.67267 -8.87031 -8.81278  -0.613
F 0.35006 -9.63292 -9.84290  0.157
F -0.34162 -8.04219 -8.53310  0.124
F 0.99927 -9.60219 -7.71010  0.142
S 2.23157 -7.88048 -9.30267  0.757
O 2.62724 -7.20636 -8.08905  -0.249
O 3.14466 -8.98484 -9.66996  -0.264
N 1.52957 -6.88674 -10.62729  -0.377
S 2.11420 -7.56579 -11.93045  0.636
O 1.95789 -9.05164 -12.11108  -0.265
O 1.47372 -6.79007 -12.96407  -0.330
C 4.04095 -7.05541 -12.01673  -0.602
F 4.75990 -8.01318 -11.51816  0.174
F 4.41071 -6.90337 -13.32305  0.122
F 4.23324 -5.91740 -11.33070  0.131

Summary:
HOMO (eV): -7.433
E_tot (eV): -179526.7985

(2)
Computed, not measured: a molecular structure, C24H40NO8Sm, with ωB97M-V/def2-TZVPD.

Last column: Löwdin charge in e.
Geometry (Å):
Sm 8.40932 8.33143 7.21432  1.800
C 8.06265 11.24431 6.06342  -0.101
C 7.12781 10.56249 5.07108  -0.133
O 7.05941 9.15874 5.34845  -0.286
C 5.93287 8.46587 4.76708  -0.105
C 5.30292 7.56296 5.82362  -0.099
O 6.37110 6.88737 6.52244  -0.251
C 6.24586 5.47764 6.87916  -0.119
C 7.50369 4.73116 6.45973  -0.104
O 8.57009 5.51572 7.05480  -0.250
C 9.86041 5.34328 6.53768  -0.187
C 9.93766 5.88973 5.13464  -0.145
O 9.61190 7.29470 5.17847  -0.271
C 10.10994 8.12949 4.10206  -0.135
C 11.52918 8.47926 4.34284  -0.186
O 11.78664 8.92611 5.63408  -0.127
C 11.74774 10.30775 5.79098  -0.150
C 10.41610 10.97966 5.42245  -0.145
O 9.32195 10.44700 6.20560  -0.299
H 7.74103 11.34121 7.10983  0.113
H 8.36058 12.22089 5.57948  0.157
H 7.43891 10.78842 4.04195  0.151
H 6.16166 10.93433 5.24057  0.123
H 6.27303 7.97309 3.84163  0.150
H 5.24353 9.23657 4.46657  0.132
H 4.56109 6.87717 5.45846  0.141
H 4.86393 8.25124 6.53995  0.126
H 5.40329 5.06519 6.42238  0.113
H 6.08839 5.35297 7.97619  0.139
H 7.64476 4.77306 5.33125  0.140
H 7.61718 3.70702 6.89489  0.163
H 10.15017 4.27526 6.44240  0.157
H 10.45495 5.92685 7.26265  0.133
H 9.16620 5.36658 4.48966  0.140
H 11.00618 5.73071 4.75673  0.165
H 9.45045 8.99559 4.23272  0.102
H 9.93268 7.63380 3.13661  0.158
H 11.82550 9.20395 3.54836  0.161
H 12.13201 7.59440 4.17786  0.134
H 12.51007 10.88133 5.16674  0.172
H 11.87237 10.48987 6.84860  0.106
H 10.09820 10.99172 4.34703  0.144
H 10.51484 12.05595 5.65226  0.142
C 7.02152 10.86034 10.53136  -0.029
C 6.33612 10.05080 9.37469  -0.518
C 5.20942 10.83144 8.70297  -0.055
O 7.25959 9.59990 8.41091  -0.456
H 6.25131 11.34820 11.13362  0.082
H 7.61421 11.72223 10.17349  0.071
H 7.67588 10.24167 11.16461  0.077
H 5.77301 9.19189 9.80701  0.119
H 5.51924 11.79140 8.38135  0.065
H 4.28168 10.83547 9.35007  0.113
H 4.78279 10.29998 7.84885  0.061
C 12.71419 8.04951 8.47866  0.017
C 11.59034 9.02536 8.69463  -0.362
O 10.52588 8.53822 8.31778  -0.118
C 11.64019 10.35297 9.29764  -0.151
C 10.54595 11.21498 9.08743  -0.024
C 10.65349 12.52948 9.46522  -0.059
C 11.80763 12.98282 10.10804  -0.031
C 12.94426 12.15211 10.24942  -0.025
C 12.86648 10.82911 9.81480  0.011
H 12.73115 7.70783 7.36193  0.126
H 12.53938 7.15397 9.08484  0.104
H 13.76161 8.32130 8.64715  0.085
H 9.71385 10.84731 8.60390  0.059
H 9.85099 13.30006 9.23359  0.139
H 11.75694 14.04716 10.35658  0.121
H 13.90946 12.48370 10.68305  0.129
H 13.68185 10.14432 9.81199  0.105
N 7.17353 6.84513 10.68085  0.178
C 7.61702 7.13313 9.66004  -0.007
H 6.97600 6.96048 11.64194  0.104

Summary:
⟨S²⟩: 8.76
HOMO (spin up / spin down) (eV): -14.565 / -14.567
E_tot (eV): -61296.7253
Spin multiplicity: 6
Charge: +2
Relative energy (zero: lowest compared OMol25 entry of this formula, charge and spin) (kcal per mole): 4.9